Formula: C40H53EuN5O4SSb
Source: the OMol25 dataset
Level of theory: ωB97M-V/def2-TZVPD

```
105
Properties=species:S:1:pos:R:3:forces:R:3
Eu 0.87300 3.56673 -0.75740 0.9230 -1.0303 -1.3408
O 2.38112 4.37156 -2.43992 1.1880 0.2494 1.1269
C 3.63944 4.77277 -2.38997 -0.6783 0.5927 -0.0041
C 4.32514 4.98073 -3.63556 -1.1673 -0.4249 -0.8084
C 5.61656 5.41532 -3.73336 -0.0319 0.4200 0.6578
C 6.34004 5.71211 -2.53898 -1.1063 -0.5117 -0.4262
C 5.72947 5.59939 -1.30314 -0.1569 -0.3779 -0.6099
C 4.36708 5.15800 -1.18451 -0.3185 0.1728 -0.5762
C 3.66377 5.42929 0.05862 -2.0979 -0.4782 -1.4588
N 2.35736 5.60694 0.12475 0.9896 -0.7118 0.5776
C 1.81613 6.05097 1.41286 -0.3781 -1.0418 1.8614
C 0.26447 6.23303 1.31334 1.0373 0.3212 1.2494
N -0.40730 5.01794 0.79162 -0.5444 0.7730 1.1472
C -1.65044 4.92956 1.18187 1.1175 2.3828 0.7759
C -2.57451 3.91215 0.91692 -2.8196 -1.6603 -1.0675
C -3.79328 3.71403 1.70972 0.5842 0.1653 -0.3859
C -4.83141 2.87849 1.31358 -0.5871 0.7077 0.7479
C -4.76895 2.29965 0.03742 1.0899 -0.3582 0.1266
C -3.62403 2.37471 -0.70853 1.8582 0.3052 -0.5218
C -2.47501 3.19666 -0.34463 -0.0143 -0.2003 1.1015
O -1.38144 3.29286 -1.05830 -0.5304 -0.4587 0.1057
H 3.69690 4.83494 -4.55471 0.7245 -0.0004 1.0024
H 6.03673 5.63043 -4.72990 -0.0691 -0.2607 0.6750
H 7.33633 6.04568 -2.66136 0.8816 0.3329 0.2668
H 6.32161 5.88991 -0.43154 -0.4375 -0.1247 -0.0352
H 4.22878 5.44325 0.96002 0.7558 0.6071 0.8158
H 2.29773 6.96895 1.80767 -0.3893 -0.0934 -0.6231
H 2.03012 5.32003 2.28188 -0.2929 0.5188 -1.3727
H 0.11723 7.08861 0.68729 -0.3034 0.3764 -0.9249
H -0.14779 6.59436 2.31943 0.5359 -0.8897 -1.1001
H -2.03611 5.87072 1.71957 0.3119 -1.5808 -0.2199
H -3.90350 4.23771 2.66955 0.2680 -0.1728 -0.4100
H -5.73772 2.68870 1.96755 1.3187 0.4803 -0.8389
H -5.53657 1.66920 -0.35968 -0.5324 -0.2655 0.1354
H -3.44560 1.69057 -1.54811 -0.3866 0.6083 0.0181
O 2.73543 -0.65143 -1.77014 0.1460 0.3014 -0.1031
C 2.11035 0.40938 -1.81821 -0.6099 0.5281 2.6029
N 1.99809 1.35101 -0.81601 -0.7275 0.1397 -1.5889
C 2.85399 1.22637 0.32503 2.3259 0.1305 -0.4277
C 2.05332 1.19631 1.60220 -0.2273 -2.9890 0.0765
C 1.99998 0.05664 2.45894 0.9348 -0.3972 -0.9798
C 1.10714 0.03092 3.49544 -0.8666 0.0873 0.6403
C 0.24825 1.11896 3.68735 1.4505 1.0011 -1.9098
C 0.30827 2.17946 2.76459 -0.1053 -0.7149 0.9361
N 1.15583 2.14016 1.73155 -0.3530 2.1573 -0.4617
C 1.27886 0.70372 -3.02409 1.2171 -0.4026 -1.1359
C 1.18087 -0.28199 -3.99777 -0.8996 -0.1435 -1.7435
C 0.59476 0.10244 -5.22739 -0.4463 0.3212 0.1791
C 0.13993 1.45127 -5.43029 0.7678 -2.2549 0.5314
C 0.39886 2.34405 -4.41080 -1.0461 -0.1818 -0.5525
N 0.94326 1.94914 -3.27579 -0.4767 1.5576 1.6010
H 3.51361 2.14994 0.34941 -0.4732 -0.5878 0.2569
H 3.61451 0.39600 0.15021 -1.1912 0.6126 0.7414
H 2.57488 -0.88470 2.26358 -0.2147 1.2981 0.0299
H 0.99023 -0.85319 4.13428 0.2537 0.3716 -0.3378
H -0.36841 1.17426 4.52157 -1.1968 0.0407 1.2319
H -0.31422 3.08692 2.86078 0.2546 -0.7005 -0.1521
H 1.51219 -1.32312 -3.84380 -0.1074 0.8640 0.1006
H 0.44046 -0.66395 -6.01916 0.1270 0.7086 0.6291
H -0.45199 1.70446 -6.29374 0.2261 0.1866 -0.2469
H 0.02699 3.37091 -4.51819 0.4897 -0.2466 0.3380
C 2.01764 -5.33327 4.45079 -0.3595 -0.3769 0.2832
C 0.58013 -5.61383 5.00335 1.4190 1.2469 0.6859
C -0.49990 -5.32730 4.02186 -1.0106 -0.1231 -0.2490
S -0.71392 -3.50309 3.78299 1.6686 1.8672 0.3766
O 0.46781 -2.79454 4.50660 -1.6857 -1.2736 -0.9652
C -2.17183 -2.94516 4.75362 -1.0551 -0.1282 0.6319
C -1.97334 -2.98132 6.31544 1.8045 1.1677 -0.4335
C -2.83059 -2.01272 7.12623 -0.3719 -0.8940 0.1447
H 2.73563 -5.20361 5.27319 -0.3116 0.1045 -0.1672
H 2.10449 -4.45409 3.77308 -0.3285 -0.7179 0.5931
H 2.32031 -6.23900 3.94872 0.3583 -0.1907 -0.5686
H 0.45469 -4.93193 5.83702 -0.1743 0.1899 0.2880
H 0.46030 -6.59848 5.44768 0.2340 -0.3090 -0.3174
H -1.47418 -5.65148 4.43120 0.3040 -0.1825 -0.5257
H -0.27001 -5.79660 3.02658 -0.5532 0.6627 0.7776
H -3.03360 -3.64158 4.49648 0.9165 0.9271 0.0550
H -2.42915 -1.89154 4.34940 0.6468 -1.7117 0.5933
H -0.88719 -2.87376 6.64592 -1.1800 0.1952 -1.0141
H -2.21751 -3.94732 6.64362 -0.4088 -1.5734 0.3582
H -2.87083 -1.02673 6.70952 0.2820 0.6920 -0.0833
H -2.50776 -2.00455 8.17989 -0.0218 0.2100 -0.4619
H -3.85593 -2.38063 7.12639 -0.2055 0.0690 0.0432
C 1.02924 -4.45434 -2.34245 1.0614 -1.3657 -0.6169
C 0.20228 -4.72863 -3.65631 -0.8331 0.2466 0.1178
Sb -1.62716 -3.47858 -3.42155 -0.6305 -1.7074 -1.0044
C -2.87463 -5.09141 -2.46853 0.8188 0.1681 1.0920
C -3.81831 -5.96572 -3.32976 -0.5449 2.2279 -0.2711
C -2.47289 -3.99157 -5.47303 0.5985 -0.3743 1.7982
C -3.73261 -3.19497 -5.82542 0.3934 -0.5879 -2.3869
H 1.93131 -5.14142 -2.23999 -0.8242 0.8757 -0.4803
H 0.52382 -4.64912 -1.37358 -0.3528 0.3325 -0.7658
H 1.39229 -3.42058 -2.36959 -0.0414 -0.2060 0.2499
H -0.13788 -5.79375 -3.84520 0.5730 1.2009 0.4043
H 0.64208 -4.31976 -4.61334 0.0436 -0.5549 1.2186
H -3.41784 -4.45956 -1.71783 0.0104 -0.8651 -0.6188
H -2.17420 -5.73543 -1.83837 -0.7254 0.7632 -0.8729
H -4.59920 -5.29475 -3.81503 0.8782 -0.8649 0.4723
H -4.34384 -6.65056 -2.70534 -0.4630 -0.6132 0.5376
H -3.35343 -6.53217 -4.12346 0.3988 -0.0669 -0.0917
H -2.62622 -5.10537 -5.43238 0.0416 1.2229 -0.1591
H -1.59524 -3.80221 -6.09049 -0.3315 0.1072 -0.4389
H -4.48220 -3.11924 -5.04281 -0.0409 -0.2665 0.0422
H -4.15347 -3.72679 -6.76359 0.0800 1.0098 1.4868
H -3.48787 -2.16151 -6.15511 -0.0705 -0.5925 0.3198
```
Forces are in eV/Å.

For the LUMO energy (alpha / beta), the calculation gives -0.67 / -0.01 eV. Its spin multiplicity is 7. The charge is 0. The HOMO-LUMO gap (alpha / beta) is 6.8 / 7.4 eV. The electronic energy is -3479.4260 a.u.

---

Formula: C40H53F17O17Si2
Source: the OMol25 dataset
Level of theory: ωB97M-V/def2-TZVPD

```
129
Properties=species:S:1:pos:R:3:forces:R:3
F 2.09745 -2.70999 -1.38218 -0.3751 4.3486 2.9350
C 1.97493 -1.45244 -0.55385 1.6788 -2.3041 -0.9276
F 3.10817 -0.58502 -0.98305 -4.0842 -3.0209 2.0746
F 2.04214 -1.89392 0.86129 0.0004 2.0181 -5.0264
C 0.48690 -0.80945 -0.96729 -0.1134 -2.2182 -1.2519
F -0.46436 -1.97079 -0.88188 2.8905 3.9512 -0.3499
F 0.62014 -0.38339 -2.37977 -0.7466 -1.1544 4.9018
C -0.01515 0.35420 0.06989 2.0492 0.9962 2.2327
F -0.30339 -0.21484 1.44010 0.6848 1.7787 -4.9701
F 1.18812 1.24223 0.29360 -3.6798 -2.7514 -0.7801
C -1.19150 1.34447 -0.49122 1.1915 2.8737 0.5095
F -1.48133 2.30439 0.63986 0.6193 -3.2627 -3.7162
F -0.55063 2.18510 -1.56691 -2.3552 -2.9991 3.3616
C -2.56562 0.58275 -0.99865 -0.3329 -1.7115 0.4484
F -2.30943 -0.16099 -2.28670 -0.8830 2.6170 4.6253
F -2.91601 -0.37434 0.11765 1.3687 2.7297 -3.8501
C -3.86269 1.60453 -1.10287 0.9621 2.9117 0.7558
F -3.37516 2.98203 -1.49287 -1.3397 -4.5047 1.2124
F -4.38057 1.75809 0.28301 1.1586 -0.7016 -4.6770
C -4.97558 1.20796 -2.22592 -1.5373 1.3632 -2.4714
F -6.03075 2.28943 -2.16178 3.3086 -3.3378 -0.0678
F -4.46861 1.28338 -3.64752 -1.0256 -0.1161 4.9594
C -5.76796 -0.20077 -2.01480 -0.4855 -1.5233 -2.4681
F -4.92414 -1.38887 -1.76018 -1.7312 3.4897 -0.7539
F -6.46267 -0.48125 -3.32929 2.1279 0.8416 3.2611
Si -7.24666 -0.09083 -0.72554 -1.9207 -1.3783 -0.0263
O -8.59060 -1.17007 -1.15474 3.4296 0.1591 2.2566
Si -8.36976 -2.66849 -0.22759 -1.2515 0.8881 -1.1952
H -6.63809 -0.51595 0.56076 0.0693 0.0341 -0.3526
H -7.70964 1.28212 -0.51363 -0.0670 0.0037 -0.4599
H -9.69864 -3.05287 0.30475 0.1059 0.0367 -0.2269
H -7.84419 -3.67452 -1.17068 0.0465 0.0326 0.1313
H -7.50518 -2.48076 0.94156 0.1929 0.0139 -0.0501
O -1.20769 -6.41361 4.14910 0.8460 1.8406 -0.3889
C -0.45549 -5.52771 3.77818 -1.2755 -1.2048 0.4063
O -0.72498 -4.19359 3.88625 -0.2937 -0.9174 0.1587
C 0.31862 -3.45247 3.25583 0.2374 0.6953 -0.2089
C 1.50689 -4.37793 3.23474 1.0352 0.1857 -0.0264
C 0.86551 -5.73599 3.10162 0.4900 0.0368 0.0947
H -0.00962 -3.17435 2.24882 -0.0462 -0.0450 0.0279
H 0.52092 -2.54167 3.82691 -0.1976 -0.2510 -0.0625
H 2.21671 -4.14900 2.43543 -0.1444 0.0340 0.0654
H 2.04190 -4.31662 4.19026 -0.1776 0.0687 -0.2377
H 0.69302 -6.00379 2.05551 -0.0491 -0.1529 0.1070
H 1.45051 -6.50730 3.60785 -0.3238 -0.1069 -0.2355
O 6.22444 -5.29908 -2.61811 0.2849 1.9554 -0.2803
C 6.10573 -4.09063 -2.73524 0.3811 -2.0732 0.4376
O 7.15277 -3.22151 -2.84715 -0.3566 -0.8945 0.0353
C 6.65314 -1.88507 -2.85592 0.3615 0.8040 -0.1027
C 5.21550 -2.00074 -3.29034 -0.5664 0.5901 -0.4141
C 4.80826 -3.34047 -2.73116 -0.3229 0.2526 -0.3206
H 6.75055 -1.46910 -1.84763 -0.0027 -0.0474 -0.0167
H 7.24104 -1.27616 -3.54890 0.0431 -0.2395 0.1672
H 4.59236 -1.17313 -2.94120 0.1389 -0.0497 -0.0587
H 5.15986 -2.02768 -4.38542 0.0609 0.0812 0.1691
H 4.44575 -3.25898 -1.70268 0.0272 -0.1928 -0.1168
H 4.06691 -3.83149 -3.36575 0.0822 -0.1683 0.3978
O 1.59959 7.98839 1.56150 -0.2991 -1.9292 -0.3781
C 1.45538 6.90931 1.01108 0.6191 1.8220 0.9037
O 1.54964 5.70339 1.64438 -0.0886 0.8835 0.1032
C 1.43530 4.65790 0.68020 0.0302 -0.7938 -0.0471
C 0.72435 5.27651 -0.49487 -0.4593 -0.3643 -0.7143
C 1.19789 6.70735 -0.45148 -0.3993 -0.1123 -0.3279
H 2.44082 4.30982 0.42147 -0.0529 0.0226 0.0399
H 0.87008 3.82376 1.10605 0.2082 0.2057 0.1376
H 0.93869 4.77317 -1.44137 -0.0447 -0.0197 0.1651
H -0.35979 5.24346 -0.33191 0.1293 -0.0432 -0.0591
H 2.13338 6.84324 -1.00121 -0.0685 0.1563 0.0646
H 0.43097 7.39494 -0.81545 0.3791 0.1181 0.0291
O -3.84916 6.57376 -1.49281 1.2151 1.2521 1.0800
C -3.34562 7.24704 -0.60889 -0.8372 -1.4550 -1.5389
O -2.16507 7.92167 -0.73285 -0.6007 -0.4732 -0.4793
C -1.82676 8.50818 0.52307 0.5949 0.4456 0.4313
C -3.12717 8.61391 1.27585 -0.2598 0.5204 0.7294
C -3.89748 7.41889 0.77390 -0.2716 0.3841 0.2868
H -1.10517 7.85823 1.02906 -0.0624 0.1081 -0.0157
H -1.36837 9.48807 0.36089 0.0574 -0.2960 -0.1523
H -2.99656 8.62594 2.36118 0.0709 0.0487 -0.1765
H -3.64894 9.53459 0.98756 0.1156 -0.1252 0.0713
H -3.68174 6.52061 1.35902 -0.1313 -0.0236 -0.1163
H -4.97167 7.61600 0.74806 0.1489 -0.4097 -0.0747
O 6.66328 0.11981 -5.73195 -0.3079 1.4165 1.3374
C 6.15755 1.04427 -5.11730 0.6212 -1.6260 -1.0878
O 6.68489 1.59582 -3.98509 0.1951 -0.5846 -0.5478
C 5.78019 2.57454 -3.47578 -0.0736 0.4774 0.5494
C 4.92763 2.97755 -4.65036 -0.5727 0.7412 -0.1460
C 4.85736 1.70683 -5.45890 -0.0219 0.3241 -0.1375
H 5.19180 2.12117 -2.67115 0.0312 0.0046 -0.0463
H 6.34240 3.42077 -3.07028 0.0909 -0.3139 0.0075
H 3.94801 3.36515 -4.35839 0.1552 -0.0645 0.0243
H 5.43958 3.75445 -5.23116 -0.0529 -0.0751 0.1280
H 4.03327 1.06438 -5.13647 0.1218 0.0342 -0.1744
H 4.79036 1.91549 -6.52913 -0.0550 -0.4151 0.1284
O 1.26328 -3.19954 6.11321 -0.2825 1.5190 1.3260
C 0.75755 -2.27508 6.72786 0.7506 -1.6811 -0.7056
O 1.28489 -1.72354 7.86007 0.0968 -0.5815 -0.7813
C 0.38019 -0.74482 8.36938 -0.0811 0.4719 0.6344
C -0.47237 -0.34181 7.19480 -0.5142 0.7584 -0.1725
C -0.54264 -1.61253 6.38626 -0.1917 0.4279 -0.1962
H -0.20820 -1.19818 9.17401 0.0648 0.0152 -0.0599
H 0.94240 0.10141 8.77488 0.0758 -0.3220 -0.0045
H -1.45199 0.04580 7.48678 0.1768 -0.0239 0.0263
H 0.03958 0.43510 6.61400 -0.0870 -0.0823 0.1315
H -1.36673 -2.25497 6.70869 0.0970 -0.0738 -0.1950
H -0.60964 -1.40387 5.31603 -0.1133 -0.3887 0.1622
O -3.30769 -12.13511 5.68777 0.8929 1.6908 -0.3448
C -2.55549 -11.24921 5.31685 -1.5744 -1.3635 0.4681
O -2.82498 -9.91509 5.42492 -0.1996 -1.1108 0.2388
C -1.78138 -9.17397 4.79451 0.2114 0.8662 -0.0458
C -0.59311 -10.09943 4.77341 0.8643 0.1409 -0.1048
C -1.23449 -11.45749 4.64029 0.5803 -0.0060 0.1106
H -2.10962 -8.89585 3.78749 0.0267 0.0369 0.1466
H -1.57908 -8.26317 5.36558 -0.3494 -0.2940 -0.1967
H 0.11671 -9.87050 3.97410 -0.1159 0.0655 0.1171
H -0.05810 -10.03812 5.72893 -0.0603 0.0282 -0.1540
H -1.40698 -11.72529 3.59418 -0.0333 -0.1310 0.1199
H -0.64949 -12.22880 5.14652 -0.3408 -0.1284 -0.2539
O 1.84575 1.51957 -5.17408 -0.6409 1.8766 -0.1206
C 1.29987 2.54546 -5.54524 0.5826 -1.7656 0.7186
O 1.42136 3.75230 -4.91838 0.3738 -0.9094 -0.0067
C 0.56551 4.69936 -5.55586 -0.3361 0.8346 0.0552
C 0.32552 4.15125 -6.93821 -0.2769 0.4122 -0.7880
C 0.36982 2.66077 -6.71481 0.0287 0.1620 -0.4889
H -0.35908 4.78120 -4.97481 0.0851 -0.0148 -0.0185
H 1.05424 5.67761 -5.58400 0.0178 -0.2340 0.2251
H -0.61054 4.49944 -7.38285 0.1558 0.0248 0.1149
H 1.14650 4.44751 -7.60247 -0.1500 -0.0016 0.1020
H -0.60893 2.26214 -6.43381 0.1299 -0.1312 -0.0278
H 0.76626 2.13598 -7.58707 -0.1764 -0.2334 0.3295
```
Forces are in eV/Å.

For the LUMO energy, the calculation gives -1.47 eV. The charge is 0. The HOMO-LUMO gap is 8.3 eV. The electronic energy is -5111.5752 a.u.